[1]
ORCA calculation (ωB97M-V/def2-TZVPD) on C59H44BCl2F15GeNO4P2S2Ti as an isolated structure.

Each line ends with the Löwdin charge.
Positions of all 132 atoms, in Å:
Ti: -0.214 0.459 -0.658  0.6377
C: 6.785 3.567 3.446  -0.3968
S: 6.398 2.336 2.180  0.8203
C: 5.120 1.400 3.065  -0.4908
C: 3.753 2.083 3.101  -0.2345
C: 3.088 2.221 1.735  -0.2427
N: 2.567 0.903 1.241  -0.3787
P: 0.956 0.438 1.725  0.9645
C: 0.372 1.577 3.029  -0.3496
C: 0.402 1.243 4.382  -0.0707
C: -0.109 2.122 5.327  -0.0580
C: -0.669 3.330 4.933  -0.0619
C: -0.718 3.664 3.587  -0.0594
C: -0.206 2.791 2.640  -0.1218
C: 1.185 -1.096 2.677  -0.3463
C: 0.071 -1.900 2.923  -0.0913
C: 0.182 -3.000 3.764  -0.0645
C: 1.405 -3.317 4.341  -0.0627
C: 2.511 -2.511 4.108  -0.0606
C: 2.396 -1.393 3.292  -0.1098
P: 2.520 0.633 -0.482  1.0347
C: 4.021 1.405 -1.173  -0.3286
C: 5.279 1.007 -0.724  -0.1080
C: 6.417 1.516 -1.326  -0.0705
C: 6.310 2.408 -2.388  -0.0570
C: 5.062 2.804 -2.843  -0.0604
C: 3.916 2.307 -2.231  -0.0701
C: 3.066 -1.094 -0.750  -0.3483
C: 2.960 -1.517 -2.079  -0.0943
C: 3.506 -2.729 -2.472  -0.0779
C: 4.133 -3.542 -1.534  -0.0725
C: 4.210 -3.137 -0.209  -0.0566
C: 3.686 -1.910 0.182  -0.0767
H: 7.601 4.174 3.053  0.0341
H: 7.114 3.079 4.364  0.0403
H: 5.930 4.212 3.647  0.0315
H: 5.492 1.228 4.076  0.0802
H: 5.058 0.433 2.559  0.0505
H: 3.865 3.079 3.535  0.1115
H: 3.088 1.520 3.757  0.0910
H: 3.824 2.589 1.024  0.0830
H: 2.288 2.956 1.790  0.0957
H: 0.821 0.302 4.710  0.1052
H: -0.072 1.854 6.376  0.1118
H: -1.074 4.007 5.677  0.1120
H: -1.166 4.600 3.274  0.1111
H: -0.257 3.047 1.592  0.0727
H: -0.882 -1.659 2.469  0.0779
H: -0.691 -3.606 3.979  0.1118
H: 1.494 -4.188 4.980  0.1108
H: 3.462 -2.743 4.575  0.1114
H: 3.245 -0.732 3.153  0.0778
H: 5.368 0.297 0.092  0.1013
H: 7.392 1.217 -0.962  0.1131
H: 7.206 2.794 -2.862  0.1132
H: 4.977 3.497 -3.672  0.1104
H: 2.942 2.612 -2.587  0.0790
H: 2.469 -0.881 -2.811  0.1112
H: 3.449 -3.038 -3.509  0.1148
H: 4.557 -4.492 -1.839  0.1121
H: 4.693 -3.774 0.526  0.1124
H: 3.773 -1.589 1.209  0.0775
Cl: 1.063 5.168 -6.184  0.7200
C: 0.769 3.919 -5.027  -0.6466
C: 0.487 2.630 -5.474  -0.0774
C: 0.236 1.624 -4.566  -0.5555
Cl: -0.114 0.022 -5.087  0.7936
C: 0.266 1.887 -3.192  -0.3042
O: -0.038 0.923 -2.320  -0.2433
C: 0.560 3.181 -2.759  -0.1519
C: 0.560 3.514 -1.341  -0.1293
O: 0.471 2.719 -0.412  -0.0953
C: 0.804 4.196 -3.684  -0.0445
H: 0.461 2.418 -6.536  0.1218
H: 0.665 4.582 -1.103  0.1552
H: 1.024 5.201 -3.338  0.1298
F: -2.600 -0.165 -2.515  0.0657
C: -3.576 -1.077 -2.391  -0.2318
C: -4.363 -1.075 -1.253  -0.1078
C: -5.357 -2.036 -1.172  -0.2086
F: -6.163 -2.095 -0.108  0.1161
C: -5.559 -2.954 -2.182  -0.1413
F: -6.510 -3.877 -2.086  0.1454
C: -4.758 -2.913 -3.306  -0.1665
F: -4.938 -3.797 -4.274  0.1578
C: -3.755 -1.972 -3.419  -0.1776
F: -2.980 -1.955 -4.501  0.1297
Ge: -4.070 0.372 0.043  0.7777
S: -2.053 0.454 0.884  0.4222
C: -4.620 1.885 -1.115  -0.1120
C: -5.938 1.885 -1.546  -0.2224
F: -6.807 1.023 -0.997  0.1074
C: -6.396 2.703 -2.557  -0.1337
F: -7.666 2.672 -2.942  0.1460
C: -5.508 3.552 -3.185  -0.1276
F: -5.922 4.334 -4.170  0.1549
C: -4.186 3.579 -2.793  -0.1361
F: -3.322 4.384 -3.413  0.1285
C: -3.769 2.759 -1.766  -0.2160
F: -2.471 2.840 -1.436  0.0705
C: -5.188 0.210 1.623  -0.1527
C: -5.011 -0.918 2.409  -0.2421
F: -4.231 -1.916 1.964  0.0799
C: -5.596 -1.049 3.646  -0.1347
F: -5.410 -2.139 4.386  0.1383
C: -6.379 -0.015 4.125  -0.1268
F: -6.940 -0.117 5.318  0.1553
C: -6.568 1.128 3.374  -0.1365
F: -7.316 2.115 3.854  0.1423
C: -5.961 1.235 2.140  -0.2114
F: -6.119 2.376 1.465  0.1094
C: -2.270 -4.225 -2.277  0.0111
C: -0.910 -3.645 -1.949  -0.4266
C: 0.103 -4.092 -2.989  0.0132
O: -0.985 -2.197 -2.037  0.0759
B: -0.284 -1.663 -0.990  -0.6743
O: 0.151 -2.605 -0.103  0.0758
C: -0.446 -3.881 -0.473  -0.4395
C: -1.606 -4.104 0.484  0.0090
C: 0.594 -4.966 -0.303  0.0110
H: -2.492 -4.058 -3.334  0.0900
H: -3.060 -3.774 -1.674  0.0812
H: -2.266 -5.304 -2.103  0.1160
H: -0.253 -3.791 -3.977  0.1016
H: 0.226 -5.178 -2.981  0.1020
H: 1.068 -3.621 -2.813  0.0702
H: -1.218 -4.103 1.502  0.0780
H: -2.347 -3.304 0.403  0.0906
H: -2.092 -5.063 0.301  0.1020
H: 1.501 -4.731 -0.860  0.0770
H: 0.199 -5.926 -0.646  0.1032
H: 0.851 -5.053 0.755  0.0970

Output
- Net charge: +1
- E: -257938.1938 eV
- F_max: 0.049 hartree/bohr
- Energy relative to the best compared isomer or geometry (same formula, charge and spin): 41.0 kcal per mole
- Gap between HOMO and LUMO: 7.071 eV
- Spin multiplicity: 1


[2]
ORCA calculation (ωB97M-V/def2-TZVPD) on C17H51O9Y as an isolated structure.

Each line ends with the Löwdin charge.
Positions of all 78 atoms, in Å:
Y: 4.143 -2.119 1.873  1.6498
C: 0.451 -0.241 -2.088  -0.1057
O: 0.823 -0.671 -0.783  -0.0441
H: -0.634 -0.156 -2.147  0.1372
H: 0.776 0.792 -2.211  0.1126
H: 0.764 -0.872 -2.920  0.0953
C: -3.976 -6.895 -0.292  -0.0894
C: -4.361 -5.651 -1.098  -0.3253
O: -4.254 -4.495 -0.283  -0.0805
H: -4.512 -6.963 0.655  0.0767
H: -2.951 -6.956 0.076  0.0602
H: -4.198 -7.673 -1.022  0.0755
H: -5.366 -5.868 -1.459  0.1092
H: -3.782 -5.467 -2.003  0.1068
H: -3.457 -4.109 -0.653  0.0669
C: -1.427 -4.322 4.573  -0.0807
C: -0.308 -4.873 3.727  -0.3596
O: 0.918 -4.317 4.127  -0.0988
H: -2.404 -4.744 4.337  0.0854
H: -1.528 -3.269 4.313  0.0771
H: -1.268 -4.443 5.644  0.0805
H: -0.585 -4.701 2.687  0.1043
H: -0.343 -5.950 3.563  0.1123
H: 1.015 -4.596 5.040  0.0868
C: 5.776 4.973 0.795  -0.0710
C: 4.880 3.784 0.954  -0.3894
O: 5.411 2.596 1.416  -0.0937
H: 6.025 5.289 1.808  0.0850
H: 5.244 5.817 0.355  0.0863
H: 6.569 4.681 0.106  0.0839
H: 4.342 3.433 0.073  0.1110
H: 4.085 4.102 1.629  0.1065
H: 6.007 2.797 2.141  0.0833
C: 1.551 1.585 7.431  -0.0800
C: 2.629 1.059 6.513  -0.3735
O: 2.157 0.600 5.301  -0.0920
H: 0.837 0.791 7.649  0.0866
H: 1.046 2.443 6.987  0.0801
H: 1.960 2.123 8.286  0.0876
H: 3.178 0.270 7.027  0.1079
H: 3.362 1.847 6.345  0.1073
H: 1.259 0.939 5.258  0.0791
C: -3.871 3.552 3.706  -0.0773
C: -3.331 2.887 2.428  -0.3263
O: -2.164 2.278 2.867  -0.1058
H: -4.081 2.800 4.467  0.0710
H: -4.879 3.961 3.634  0.0722
H: -3.214 4.297 4.153  0.0776
H: -3.035 3.645 1.703  0.1051
H: -3.892 2.065 1.985  0.1137
H: -1.861 1.772 2.109  0.0703
C: -4.419 -1.858 -6.832  -0.0559
C: -3.775 -2.453 -8.153  -0.3467
O: -3.256 -1.410 -8.858  -0.0409
H: -4.415 -2.712 -6.154  0.0636
H: -5.408 -1.488 -7.100  0.0757
H: -3.686 -1.126 -6.492  0.0651
H: -4.607 -2.970 -8.632  0.1076
H: -3.031 -3.250 -8.147  0.1132
H: -3.995 -1.006 -9.319  0.1025
C: 6.745 -0.745 -2.805  -0.0922
C: 7.747 -1.543 -2.091  -0.2819
O: 7.392 -1.750 -0.653  -0.1635
H: 7.186 -0.463 -3.761  0.0938
H: 6.520 0.202 -2.316  0.0824
H: 5.859 -1.346 -3.011  0.0784
H: 8.739 -1.104 -1.989  0.1206
H: 7.903 -2.527 -2.535  0.1172
H: 8.188 -2.163 -0.311  0.0648
C: -2.632 5.155 -3.354  -0.1004
C: -3.654 6.318 -3.282  -0.3063
O: -4.578 6.186 -4.324  -0.0587
H: -2.045 5.078 -4.269  0.0733
H: -2.967 4.178 -3.004  0.0600
H: -1.991 5.309 -2.487  0.0589
H: -2.999 7.183 -3.388  0.1061
H: -4.195 6.396 -2.339  0.1185
H: -4.146 6.081 -5.175  0.0870

Output
- Net charge: +2
- E: -37895.9313 eV
- F_max: 0.062 hartree/bohr
- Energy relative to the best compared isomer or geometry (same formula, charge and spin): 347.1 kcal per mole
- Gap between HOMO and LUMO: 1.474 eV
- Spin multiplicity: 1


[3]
ORCA calculation (ωB97M-V/def2-TZVPD) on a 3-piece molecular cluster, C4H9NOS overall.

Each line ends with the Löwdin charge.
Positions of all 16 atoms, in Å:
O: 0.036 -2.475 -0.004  0.0454
C: -0.328 -1.486 0.671  -0.2642
C: 0.261 -0.952 1.852  -0.0079
C: 1.106 -1.005 -2.155  -0.0806
C: -0.030 -0.589 -2.784  -0.0567
S: -0.229 2.707 -0.020  0.1562
N: -0.431 0.222 2.324  0.0498
H: -1.286 -0.881 0.529  0.1445
H: 1.359 -1.015 2.017  0.1445
H: 1.378 -0.365 -1.361  0.0141
H: 1.724 -1.923 -2.352  0.0737
H: -0.385 0.366 -2.509  0.0042
H: -0.566 -1.011 -3.639  0.0500
H: -1.379 2.717 0.695  -0.3297
H: -0.419 0.171 3.304  0.0732
H: -0.077 1.068 1.904  -0.0165

Output
- E: -18659.7602 eV
- F_max: 0.100 hartree/bohr
- Energy relative to the best compared isomer or geometry (same formula, charge and spin): 179.1 kcal per mole
- Gap between HOMO and LUMO: 3.838 eV
- Spin multiplicity: 1


[4]
ORCA calculation (ωB97M-V/def2-TZVPD) on a 11-piece molecular cluster, C34H96N6O16 overall.

Each line ends with the Löwdin charge.
Positions of all 152 atoms, in Å:
C: -6.184 -1.845 6.574  -0.0641
O: -7.500 -1.866 6.032  -0.2334
C: -8.519 -2.309 6.896  -0.2000
C: -9.900 -2.278 6.307  -0.4120
C: -10.347 -0.870 6.021  -0.0598
N: -10.805 -2.859 7.325  0.0639
H: -6.313 -1.876 7.658  0.0853
H: -5.566 -1.004 6.267  0.0947
H: -5.632 -2.738 6.270  0.0933
H: -8.272 -3.353 7.156  0.1316
H: -8.410 -1.781 7.853  0.1359
H: -10.018 -2.825 5.370  0.1269
H: -11.170 -0.940 5.306  0.0543
H: -9.687 -0.306 5.340  0.0833
H: -10.411 -0.152 6.838  0.0871
H: -10.274 -3.553 7.841  0.0639
H: -11.598 -3.356 6.933  0.0438
C: -15.026 -0.114 0.159  -0.0934
O: -13.839 -0.905 -0.042  -0.1796
C: -13.375 -1.680 1.072  -0.1891
C: -13.537 -1.092 2.473  -0.4181
C: -12.818 0.255 2.658  -0.0247
N: -13.172 -2.062 3.493  0.0829
H: -14.694 0.831 0.587  0.0530
H: -15.890 -0.524 0.682  0.0679
H: -15.260 0.012 -0.898  0.0852
H: -13.944 -2.619 0.990  0.0955
H: -12.377 -2.068 0.854  0.1106
H: -14.620 -0.931 2.491  0.1230
H: -11.757 0.196 2.889  0.0736
H: -13.354 0.529 3.575  0.0663
H: -13.031 0.965 1.860  0.0565
H: -13.700 -1.838 4.338  0.0419
H: -12.201 -2.075 3.768  0.0635
C: -16.828 2.803 1.822  -0.1093
O: -16.291 3.159 0.561  -0.1807
C: -15.147 3.966 0.746  -0.2085
C: -14.525 4.203 -0.626  -0.4338
C: -14.026 2.948 -1.328  -0.0571
N: -13.454 5.211 -0.509  0.0228
H: -16.197 2.009 2.228  0.0855
H: -17.825 2.404 1.622  0.0701
H: -17.036 3.594 2.548  0.0917
H: -15.339 4.826 1.387  0.1269
H: -14.327 3.373 1.192  0.1195
H: -15.238 4.625 -1.342  0.1370
H: -14.683 2.087 -1.235  0.0473
H: -13.156 2.667 -0.715  0.0792
H: -13.629 3.031 -2.336  0.0816
H: -13.167 5.529 -1.430  0.0678
H: -12.576 4.824 -0.170  0.0666
C: -13.877 1.466 8.623  -0.1262
O: -12.912 1.155 7.654  -0.1990
C: -12.849 2.160 6.645  -0.2064
C: -12.573 3.595 7.146  -0.4509
C: -12.572 4.568 5.952  -0.0446
N: -11.430 3.656 8.030  0.0507
H: -14.879 1.512 8.190  0.1018
H: -13.644 2.304 9.291  0.0827
H: -13.885 0.692 9.400  0.0925
H: -12.070 1.878 5.930  0.1219
H: -13.704 2.175 5.959  0.1249
H: -13.507 3.749 7.702  0.1109
H: -11.844 5.367 6.100  0.0732
H: -13.578 4.975 5.874  0.0756
H: -12.280 4.153 4.985  0.0740
H: -11.597 3.118 8.874  0.0629
H: -11.224 4.577 8.400  0.0730
C: -14.187 -8.278 -0.301  -0.1128
O: -15.522 -8.148 -0.735  -0.1875
C: -15.822 -7.028 -1.546  -0.1991
C: -15.309 -5.648 -1.056  -0.3731
C: -15.917 -5.228 0.323  -0.0549
N: -15.811 -4.604 -1.964  0.0292
H: -13.515 -8.316 -1.164  0.0860
H: -14.030 -9.227 0.213  0.0927
H: -13.936 -7.500 0.419  0.0666
H: -15.481 -7.226 -2.570  0.1196
H: -16.906 -7.070 -1.674  0.1251
H: -14.226 -5.738 -0.995  0.1233
H: -15.315 -4.411 0.724  0.0541
H: -16.045 -6.154 0.896  0.0697
H: -16.941 -4.844 0.374  0.0738
H: -16.825 -4.649 -1.917  0.0363
H: -15.704 -3.632 -1.693  0.0582
C: -10.486 -8.235 -0.277  -0.1216
O: -11.382 -7.730 0.673  -0.2171
C: -10.789 -7.379 1.934  -0.1627
C: -11.725 -6.363 2.596  -0.4117
C: -11.865 -4.963 2.068  -0.0674
N: -11.266 -6.116 4.017  0.0337
H: -10.098 -9.235 -0.050  0.0886
H: -9.627 -7.608 -0.541  0.0878
H: -11.137 -8.317 -1.151  0.0791
H: -10.745 -8.264 2.571  0.1239
H: -9.813 -6.943 1.713  0.1258
H: -12.710 -6.838 2.660  0.1243
H: -11.060 -4.232 2.047  0.0752
H: -12.783 -4.568 2.509  0.0465
H: -12.194 -4.997 1.017  0.0800
H: -11.291 -6.997 4.533  0.0651
H: -12.071 -5.641 4.423  0.0442
O: -14.217 -0.729 5.896  -0.1216
C: -15.093 -1.657 6.622  -0.1723
C: -14.262 -2.539 7.561  -0.2177
O: -13.663 -3.643 6.915  -0.0872
H: -13.559 -0.556 6.585  0.0476
H: -15.862 -0.986 7.027  0.1135
H: -15.720 -2.138 5.863  0.1064
H: -14.967 -2.819 8.354  0.1217
H: -13.473 -1.965 8.048  0.1151
H: -14.407 -4.191 6.630  0.0353
O: -20.448 -0.213 2.206  -0.0548
C: -19.153 -0.345 1.652  -0.2546
C: -18.421 -1.652 1.971  -0.2172
O: -18.390 -1.768 3.391  -0.0731
H: -20.804 0.641 1.958  0.0851
H: -19.128 -0.091 0.586  0.1165
H: -18.570 0.430 2.165  0.0945
H: -17.377 -1.663 1.666  0.0933
H: -18.964 -2.504 1.552  0.1247
H: -19.097 -2.354 3.672  0.0863
O: -16.908 -2.040 -4.149  -0.0733
C: -17.578 -1.503 -2.987  -0.2358
C: -18.939 -2.146 -2.831  -0.2060
O: -18.721 -3.542 -2.504  -0.1016
H: -16.653 -2.927 -3.853  0.0570
H: -17.028 -1.786 -2.087  0.1008
H: -17.642 -0.438 -3.200  0.1225
H: -19.485 -2.132 -3.774  0.1232
H: -19.458 -1.782 -1.945  0.1129
H: -18.703 -4.048 -3.322  0.0849
O: -16.967 -5.535 3.392  -0.0723
C: -16.222 -4.491 4.050  -0.2160
C: -14.937 -5.031 4.654  -0.2473
O: -15.107 -5.672 5.894  -0.0435
H: -17.578 -5.867 4.057  0.0764
H: -16.216 -3.699 3.297  0.1093
H: -16.858 -4.012 4.805  0.1120
H: -14.233 -4.201 4.798  0.0885
H: -14.327 -5.529 3.890  0.1069
H: -15.900 -6.212 5.941  0.1042
O: -9.707 -1.683 1.223  -0.0754
C: -8.458 -2.300 1.460  -0.2441
C: -8.165 -2.305 2.956  -0.2339
O: -7.430 -1.205 3.484  -0.1049
H: -9.553 -0.778 0.939  0.0910
H: -8.457 -3.337 1.102  0.1080
H: -7.660 -1.935 0.802  0.1242
H: -7.543 -3.196 3.121  0.1217
H: -9.109 -2.204 3.494  0.0992
H: -7.265 -1.378 4.440  0.0355

Output
- E: -78505.7351 eV
- F_max: 0.057 hartree/bohr
- Energy relative to the best compared isomer or geometry (same formula, charge and spin): 102.6 kcal per mole
- Gap between HOMO and LUMO: 8.851 eV
- Spin multiplicity: 1
- SMILES string: COC[C@H](C)N.COC[C@H](C)N.COC[C@H](C)N.COC[C@H](C)N.COC[C@H](C)N.COC[C@H](C)N.OCCO.OCCO.OCCO.OCCO.OCCO